(1)
{"formula": "C26H48N2O2PS5Se5SiTa", "method": "ωB97M-V/def2-TZVPD", "symbols": ["Ta", "O", "C", "S", "C", "C", "S", "S", "S", "Se", "Se", "Se", "Se", "C", "Si", "C", "C", "Se", "H", "H", "H", "H", "H", "H", "H", "H", "H", "O", "P", "C", "C", "C", "C", "C", "C", "C", "C", "C", "C", "C", "C", "C", "C", "C", "C", "C", "C", "H", "H", "H", "H", "H", "H", "H", "H", "H", "H", "H", "H", "H", "H", "H", "H", "H", "H", "H", "H", "H", "H", "H", "H", "H", "H", "H", "H", "H", "H", "H", "H", "H", "C", "N", "C", "N", "S", "H", "H", "H", "H", "H", "H"], "coordinates": [[1.83, 0.70, 0.16], [5.24, -1.56, -5.71], [4.60, -1.18, -4.77], [3.16, -1.98, -4.17], [2.87, -0.86, -2.87], [3.63, 0.22, -2.77], [3.40, 1.49, -1.59], [4.94, 0.31, -3.90], [1.78, -1.12, -1.57], [0.46, 3.18, -0.33], [1.05, 4.56, 1.47], [3.37, 4.49, 1.54], [3.70, 2.02, 1.52], [5.83, -2.08, 2.52], [4.53, -2.24, 1.26], [5.26, -1.71, -0.38], [3.95, -4.00, 0.90], [2.73, -0.85, 1.80], [6.74, -2.35, 2.15], [5.61, -2.57, 3.48], [5.91, -1.00, 2.77], [6.18, -2.24, -0.65], [5.43, -0.64, -0.37], [4.58, -1.94, -1.20], [4.75, -4.58, 0.46], [3.08, -3.89, 0.19], [3.64, -4.51, 1.79], [-0.09, 0.16, -0.05], [-1.53, -0.03, -0.57], [-2.75, 1.30, -0.12], [-2.77, 1.78, 1.34], [-4.09, 2.48, 1.71], [-4.68, 3.23, 0.44], [-4.95, 2.21, -0.71], [-4.12, 0.90, -0.50], [-1.47, -0.02, -2.40], [-0.73, 1.22, -2.95], [-1.65, 2.22, -3.61], [-2.62, 1.67, -4.60], [-3.50, 0.62, -3.90], [-2.68, -0.49, -3.25], [-2.23, -1.63, -0.13], [-2.52, -1.97, 1.37], [-1.23, -2.46, 2.06], [-0.71, -3.77, 1.39], [-0.43, -3.47, -0.07], [-1.61, -2.89, -0.79], [-2.34, 2.08, -0.75], [-1.90, 2.45, 1.43], [-2.65, 0.94, 2.05], [-3.85, 3.13, 2.59], [-4.84, 1.79, 2.04], [-3.89, 3.95, 0.19], [-5.50, 3.89, 0.77], [-4.72, 2.69, -1.66], [-6.00, 1.90, -0.69], [-4.21, 0.21, -1.36], [-4.60, 0.35, 0.31], [-0.74, -0.79, -2.52], [0.02, 0.89, -3.67], [-0.19, 1.70, -2.21], [-1.16, 3.01, -4.06], [-2.28, 2.74, -2.85], [-2.12, 1.14, -5.41], [-3.22, 2.44, -5.01], [-4.26, 0.08, -4.55], [-4.09, 1.15, -3.21], [-2.26, -1.08, -4.06], [-3.31, -1.15, -2.67], [-3.28, -1.44, -0.56], [-3.21, -2.82, 1.36], [-3.01, -1.14, 1.89], [-1.40, -2.62, 3.13], [-0.51, -1.62, 2.16], [-1.65, -4.34, 1.44], [0.03, -4.26, 1.97], [0.03, -4.33, -0.63], [0.37, -2.72, -0.18], [-2.44, -3.61, -0.76], [-1.36, -2.72, -1.85], [2.91, 3.01, 5.22], [1.98, 2.62, 4.13], [1.36, 1.46, 3.93], [1.51, 0.44, 4.83], [0.26, 1.13, 2.62], [3.29, 3.99, 5.00], [3.71, 2.28, 5.23], [2.52, 3.01, 6.23], [1.89, 3.35, 3.43], [2.11, 0.57, 5.62], [1.07, -0.47, 4.70]], "homo_ha": -0.2508, "e_tot_ev": -434449.092, "lumo_ev": -0.67, "max_force_ev_per_a": 3.42, "homo_lumo_gap_ev": 6.151}

---

(2)
{"formula": "C17H28AgBN3O3Ta", "method": "ωB97M-V/def2-TZVPD", "symbols": ["N", "C", "O", "Ag", "Ta", "N", "N", "C", "C", "C", "C", "C", "C", "C", "C", "H", "H", "H", "H", "H", "H", "H", "H", "H", "H", "H", "H", "H", "H", "H", "H", "H", "H", "C", "H", "H", "H", "C", "H", "H", "H", "O", "B", "O", "C", "C", "C", "C", "C", "C", "H", "H", "H", "H"], "coordinates": [[2.10, -0.55, 0.23], [3.25, -0.85, 0.50], [4.38, -1.11, 0.71], [0.71, 1.04, -2.99], [0.26, -0.12, -0.37], [-0.65, -1.68, -1.14], [-0.12, 1.72, -1.04], [-0.45, -3.10, -0.81], [0.44, 3.09, -0.93], [0.73, -3.62, -1.63], [-1.70, -3.92, -1.13], [-0.14, -3.25, 0.67], [0.14, 3.81, -2.26], [-0.21, 3.85, 0.22], [1.94, 3.00, -0.70], [0.52, -3.60, -2.70], [0.94, -4.67, -1.35], [1.63, -3.03, -1.44], [-2.58, -3.47, -0.65], [-1.58, -4.93, -0.74], [-1.89, -4.00, -2.20], [0.80, -2.76, 0.96], [-0.03, -4.33, 0.88], [-0.95, -2.87, 1.29], [0.49, 3.23, -3.14], [0.68, 4.77, -2.29], [-0.94, 3.96, -2.37], [-1.21, 4.20, -0.07], [0.39, 4.75, 0.42], [-0.27, 3.25, 1.13], [2.18, 2.46, 0.22], [2.35, 4.03, -0.62], [2.47, 2.52, -1.54], [-1.61, 1.62, -1.03], [-1.92, 0.61, -0.66], [-2.04, 2.38, -0.37], [-2.03, 1.75, -2.05], [-1.22, -1.48, -2.50], [-2.31, -1.32, -2.49], [-0.77, -0.62, -3.03], [-0.97, -2.36, -3.11], [0.05, -1.00, 2.75], [-0.24, 0.11, 1.84], [-0.65, 1.24, 2.66], [-0.56, 0.82, 3.94], [-0.77, 1.53, 5.11], [-0.54, 0.88, 6.33], [-0.11, -0.45, 6.37], [0.09, -1.17, 5.18], [-0.14, -0.52, 3.98], [-1.10, 2.56, 5.06], [-0.70, 1.43, 7.26], [0.07, -0.94, 7.32], [0.43, -2.20, 5.18]], "charge": 2, "homo_ha": [-0.4982, -0.4982], "e_tot_ev": -34909.095, "lumo_ev": [-8.66, -8.66], "max_force_ev_per_a": 4.08, "homo_lumo_gap_ev": [4.894, 4.893]}

---

(3)
{"formula": "C3H4AgO2", "method": "ωB97M-V/def2-TZVPD", "symbols": ["O", "C", "C", "O", "C", "Ag", "H", "H", "H", "H"], "coordinates": [[-0.94, 1.50, 0.85], [0.27, 1.46, 0.28], [0.78, 0.51, -0.53], [0.15, -0.62, -0.99], [-0.47, -1.51, 0.00], [-1.76, -0.21, 1.08], [0.95, 2.28, 0.54], [1.59, 0.88, -1.19], [0.35, -1.98, 0.57], [-0.92, -2.31, -0.61]], "multiplicity": 2, "homo_ha": [-0.2914, -0.2780], "e_tot_ev": -11265.051, "s_squared": 0.761, "lumo_ev": [-0.25, -1.81], "max_force_ev_per_a": 4.13, "homo_lumo_gap_ev": [7.678, 5.752]}